[1]
{"formula": "ClFH2N2", "method": "wB97M-V/def2-TZVPD", "symbols": ["N", "N", "F", "Cl", "H", "H"], "xyz": [[0.708, 0.219, -0.113], [-0.499, -0.145, -0.422], [-0.846, -1.638, 0.166], [-1.767, 0.690, 0.237], [1.488, 0.055, -0.680], [0.916, 0.819, 0.812]], "orbital_gap_ev": 10.51, "lumo_energy_ev": 0.5, "de_lowest_kcal_mol": 44.84, "spin_multiplicity": 1, "charge": 0, "energy_ha": -670.61572}

[2]
{"formula": "C6H15Cl2NSi", "method": "wB97M-V/def2-TZVPD", "symbols": ["C", "C", "C", "C", "C", "C", "N", "Si", "Cl", "Cl", "H", "H", "H", "H", "H", "H", "H", "H", "H", "H", "H", "H", "H", "H", "H"], "xyz": [[-0.513, 1.859, 0.553], [-0.064, 1.248, -1.774], [-1.627, -0.063, -0.318], [1.209, -0.813, 2.106], [0.877, -2.129, -0.622], [-0.243, 0.636, -0.344], [2.633, 0.208, -0.487], [1.101, -0.501, 0.229], [3.145, 1.719, 0.200], [4.097, -0.787, -0.299], [-0.863, 1.445, 1.418], [0.522, 2.405, 0.726], [-1.085, 2.634, 0.173], [-0.522, 0.667, -2.459], [1.012, 1.310, -2.212], [-0.602, 2.225, -1.857], [-1.635, -0.821, -1.201], [-1.794, -0.531, 0.697], [-2.473, 0.573, -0.320], [1.470, 0.038, 2.641], [0.316, -1.026, 2.512], [1.886, -1.524, 2.248], [1.358, -2.218, -1.622], [1.419, -3.056, -0.201], [-0.119, -2.522, -0.616]], "orbital_gap_ev": 9.70, "lumo_energy_ev": 0.3, "de_lowest_kcal_mol": 96.42, "spin_multiplicity": 1, "charge": 0, "energy_ha": -1502.15036}